Molecular formula: C24H36IrN2Si
Method: DFT, ωB97M-V/def2-TZVPD

```
64
Properties=species:S:1:pos:R:3:forces:R:3
C 0.555965 1.163882 0.171756 -0.4 0.9 -0.1
C 1.093106 1.811546 -1.017124 -1.3 2.6 0.9
C -0.067407 1.850660 -1.970647 -0.8 1.8 1.9
H 2.009307 2.443314 -1.098162 -1.0 -0.6 0.2
C -1.211837 1.240645 -1.318128 0.6 1.6 -1.6
C -0.845027 0.958587 -0.006807 0.5 -1.1 1.5
H -1.533979 0.647783 0.791029 0.6 -0.1 -0.6
H 1.054448 0.989167 1.127425 0.0 0.1 -0.6
H -0.173535 2.603764 -2.775596 0.3 -0.9 0.3
H -2.220441 1.149024 -1.748413 0.7 0.0 0.2
Ir 1.223275 0.015086 -1.878798 -1.0 -2.3 0.7
C -2.661558 -2.569364 -1.760190 1.0 0.5 0.3
H -2.522478 -1.713818 -1.054452 -0.8 -0.8 -0.2
H -3.299087 -3.411960 -1.471147 -0.5 0.8 0.1
H -2.870883 -2.127709 -2.740909 -0.1 -0.5 0.2
Si 0.813789 0.695304 -3.971089 -2.9 -1.9 -5.9
C 1.761275 -0.574118 -5.054969 0.3 0.8 0.9
C 2.970754 -0.028451 -5.496574 0.1 -0.1 -0.3
H 3.305124 0.939782 -5.088207 -0.1 -0.5 -0.4
C 3.709286 -0.694122 -6.467142 -0.1 -0.4 0.1
H 4.610562 -0.239505 -6.861668 0.0 -0.1 0.0
C 3.287452 -1.960426 -6.894910 0.5 0.4 0.0
H 3.893809 -2.484582 -7.634283 -0.3 0.0 0.2
C 2.154913 -2.554850 -6.350099 -0.6 0.0 0.4
H 1.867955 -3.563955 -6.636596 0.1 0.2 -0.1
C 1.358086 -1.858749 -5.428363 0.9 0.1 -0.4
H 0.466280 -2.310816 -5.005282 -0.1 0.1 -0.2
C -0.811452 0.779596 -5.304520 -0.1 0.4 0.6
C -0.546810 1.148269 -6.649847 0.3 0.4 -0.4
H 0.498045 1.287644 -6.999143 -0.7 -0.2 0.4
C -1.569001 1.432738 -7.596517 0.2 -0.3 1.1
H -1.308596 1.777125 -8.604569 0.0 -0.3 0.5
C -2.918824 1.332645 -7.206168 0.7 0.1 -0.2
H -3.703986 1.573251 -7.937679 0.3 -0.2 0.5
C -3.205418 0.977115 -5.890982 0.2 -0.1 0.1
H -4.246664 0.961094 -5.569700 0.3 -0.1 0.0
C -2.174251 0.693737 -4.968549 0.0 0.3 -0.2
H -2.455341 0.472924 -3.940847 0.0 -0.1 -0.1
H 1.222541 1.994440 -4.412434 1.0 1.0 0.2
H -1.679062 -3.032526 -1.759986 0.1 0.1 -0.6
C -1.419374 -1.835478 1.867100 0.2 -0.2 -0.1
N -0.097864 -1.222899 1.920227 0.2 0.1 0.3
C 0.050968 -0.568069 3.224014 0.0 -0.1 0.0
C 1.023008 -2.138242 1.660679 0.2 0.3 0.3
C 1.895927 -1.795371 0.429708 0.5 -0.5 0.1
N 1.282219 -2.028209 -0.912239 -1.1 -0.2 -0.6
C 2.278691 -2.131314 -1.993120 1.9 -1.5 0.3
C 0.589801 -3.357331 -0.940479 0.6 -0.1 0.1
H -1.482439 -2.707998 2.538206 -0.1 0.1 -0.1
H -1.661033 -2.149244 0.848140 0.0 0.0 0.2
H -2.160506 -1.093933 2.192774 0.1 -0.3 -0.1
H -0.046499 -1.291783 4.050251 0.1 0.1 0.0
H 1.030676 -0.091346 3.310880 -0.1 0.0 0.0
H -0.730459 0.188135 3.363217 0.2 -0.1 -0.1
H 1.724055 -2.039279 2.528266 -0.4 -0.4 -0.7
H 0.670941 -3.190264 1.618325 0.3 0.5 0.1
H 2.263995 -0.749347 0.471535 -0.2 -0.7 0.1
H 2.781636 -2.468305 0.455778 -0.3 0.3 0.2
H 3.111699 -2.717313 -1.567935 0.3 0.3 -0.2
H 1.939295 -2.749140 -2.853342 -0.1 1.2 0.4
H 2.737554 -1.134587 -2.333910 0.2 -1.1 0.1
H 1.305042 -3.997996 -0.415931 -0.3 -0.4 0.0
H -0.376113 -3.407338 -0.454052 0.2 0.3 0.2
H 0.492145 -3.745524 -1.961608 -0.1 0.4 0.3
```
Positions in Å, forces in eV/Å.

Summary:
- orbital gap (alpha / beta) (Eh) = 0.2141 / 0.1910
- relative energy (zero: lowest compared OMol25 entry of this formula, charge and spin) (kcal per mole) = 5.7
- charge = +1
- multiplicity = 5

Results of the Löwdin charge analysis, in e, for atoms 1 through 4: -0.132, -0.327, -0.332, 0.137

Molecular formula: C3H5N3
Method: DFT, ωB97M-V/def2-TZVPD

```
11
Properties=species:S:1:pos:R:3:forces:R:3
N 0.178609 1.276859 -1.641892 -0.5 -0.1 0.2
C -0.009033 0.442586 -0.696307 -0.1 0.2 0.0
C -0.796940 0.372690 0.538288 -0.4 -0.1 -0.1
N -0.590880 -0.850646 1.056818 0.0 0.2 0.0
N 0.354120 -1.581273 0.546254 -0.1 0.4 0.1
C 0.944035 -0.673180 -0.357617 0.3 0.3 0.1
H 1.292994 0.214862 0.333588 1.2 -1.4 -0.3
H -0.375576 2.115120 -1.483838 -0.1 0.1 -0.1
H -1.562082 1.025602 0.919648 -0.2 -0.1 0.0
H -1.060329 -1.230582 1.872736 -0.1 0.2 -0.2
H 1.625082 -1.112036 -1.087677 0.0 0.4 0.3
```
Positions in Å, forces in eV/Å.

Summary:
- orbital gap (Eh) = 0.3225
- relative energy (zero: lowest compared OMol25 entry of this formula, charge and spin) (kcal per mole) = 75.1
- charge = 0

Results of the Löwdin charge analysis, in e, for atoms 1 through 4: 0.088, -0.442, -0.041, -0.059

Molecular formula: C42H90N6O18
Method: DFT, ωB97M-V/def2-TZVPD

```
156
Properties=species:S:1:pos:R:3:forces:R:3
C -13.592143 0.599094 -4.804671 1.6 0.8 -1.4
O -12.589232 1.310247 -4.971851 -1.6 -1.0 0.7
N -14.438059 0.598859 -3.781304 -1.4 0.1 3.6
C -15.623498 -0.334927 -3.650103 0.3 1.3 -1.9
C -14.147511 1.371846 -2.535342 1.1 0.5 -0.6
H -13.896900 -0.114478 -5.585792 0.0 -0.1 0.0
H -16.322576 0.092051 -4.369170 -0.6 -0.1 0.2
H -16.110500 -0.316835 -2.675121 0.6 0.1 0.0
H -15.467927 -1.344854 -4.029493 0.5 0.0 0.4
H -14.878733 2.054114 -2.101820 -1.1 -0.8 -0.4
H -13.753598 0.721515 -1.754319 -0.1 -0.1 0.0
H -13.398670 2.141145 -2.723727 0.6 -0.5 -0.5
C -10.132622 -7.176681 -1.086403 -0.5 0.7 -1.2
O -10.609313 -6.277452 -1.767801 0.1 -0.2 0.7
N -9.524169 -8.239241 -1.629811 0.4 -2.4 -0.7
C -8.916554 -9.310709 -0.797668 0.8 1.1 -0.1
C -9.346430 -8.428161 -3.120586 0.1 0.2 1.1
H -10.174353 -7.195507 0.013647 0.1 0.0 0.0
H -9.335623 -10.316930 -0.799300 -0.5 0.2 -0.6
H -8.839276 -9.022162 0.250608 -0.3 0.3 0.0
H -7.875793 -9.382810 -1.113460 0.1 -0.3 -0.1
H -9.506873 -9.462909 -3.423330 -0.2 -0.1 0.5
H -10.013786 -7.817865 -3.729089 0.1 0.2 0.5
H -8.304308 -8.215668 -3.359181 0.0 0.2 -0.1
C -17.188227 -5.123938 -7.497415 -1.3 -0.8 0.3
O -18.321051 -4.850701 -7.863994 0.8 1.0 -0.6
N -17.001135 -6.175261 -6.690643 0.5 -1.6 -0.2
C -15.699563 -6.526167 -6.144298 -0.3 0.4 2.0
C -18.109940 -7.031650 -6.275499 0.1 -0.5 0.6
H -16.224854 -4.644061 -7.729453 -0.3 0.5 -0.3
H -14.777269 -6.365021 -6.702419 -0.5 0.0 -0.5
H -15.708344 -7.509155 -5.673374 -0.1 -0.5 -0.9
H -15.632883 -5.962844 -5.213533 0.6 0.6 0.1
H -18.110020 -7.109438 -5.188276 -0.3 0.5 0.3
H -19.094445 -6.739453 -6.640816 0.5 0.4 0.0
H -17.962110 -8.082001 -6.526468 0.3 0.0 -0.7
C -18.498331 -1.293920 4.842728 0.1 -0.5 -0.9
O -18.717391 -1.097179 5.993270 -0.8 0.2 2.5
N -17.521334 -0.678343 4.170150 1.3 1.5 1.1
C -17.324529 -0.842454 2.776659 0.2 1.0 -1.1
C -16.577536 0.233308 4.901871 0.7 -0.7 0.5
H -19.075544 -2.046795 4.283982 0.1 0.1 -0.5
H -17.498315 -1.849657 2.397904 0.2 0.0 0.2
H -16.331143 -0.462142 2.538629 0.3 -0.7 -0.1
H -17.949066 -0.139337 2.225582 -0.4 -0.1 -0.2
H -15.608241 -0.256551 4.994596 0.1 -0.4 -0.3
H -16.306527 1.210398 4.501942 -0.8 -0.1 -0.9
H -16.796739 0.458340 5.945617 -1.0 -0.5 -0.2
C -27.181556 -10.140926 0.791016 1.0 -1.4 0.7
O -27.777365 -9.226053 1.261100 -1.5 1.5 0.3
N -26.344070 -10.924716 1.537782 -0.3 -0.8 0.2
C -25.220355 -11.578476 0.902671 0.5 0.6 0.4
C -26.388898 -10.980431 3.013643 -0.4 0.2 -0.7
H -27.295771 -10.503494 -0.242281 0.3 0.2 -0.2
H -25.350529 -11.802686 -0.156048 -0.4 0.0 0.1
H -24.896204 -12.465432 1.447041 -0.3 -0.1 -0.1
H -24.414880 -10.848155 0.979824 0.6 -0.2 -0.2
H -27.104099 -10.264943 3.419413 0.2 0.2 -0.3
H -26.753833 -11.963982 3.309518 0.2 -0.2 0.0
H -25.411051 -10.795645 3.458377 0.0 0.0 -0.1
C -18.069252 -18.768180 2.356448 0.7 2.1 -0.7
O -17.391587 -18.025340 1.663121 0.0 -1.0 -0.3
N -18.928087 -18.260621 3.254880 -2.4 -1.4 1.6
C -19.704571 -19.252344 4.062679 0.2 0.6 0.2
C -19.377313 -16.879503 3.395814 1.1 1.2 0.0
H -18.049935 -19.868964 2.346209 0.2 0.1 -0.1
H -20.672000 -19.514824 3.634570 -0.1 0.3 -0.1
H -19.855741 -18.842048 5.061132 -0.2 0.2 -0.1
H -19.198611 -20.196906 4.262445 0.5 0.2 -0.5
H -20.342591 -16.539587 3.020596 -0.6 -1.2 -0.1
H -19.331514 -16.550940 4.434100 -0.1 -0.4 0.2
H -18.747183 -16.143535 2.896416 0.7 -0.6 -0.2
O -13.480499 -15.168022 4.836211 0.3 2.8 -0.1
C -13.543848 -13.974984 5.120816 -0.8 -2.0 -1.4
O -12.935131 -12.932846 4.350921 -1.8 -1.4 2.4
C -13.027445 -12.944613 2.939947 0.4 0.3 -1.3
C -13.742297 -11.676601 2.431805 0.6 -0.5 0.9
C -14.330059 -13.568809 6.379093 1.3 1.5 -0.6
H -13.540275 -13.791526 2.484042 0.0 -0.4 0.7
H -11.993191 -12.995434 2.599616 0.0 0.1 -0.3
H -13.239936 -10.791978 2.823187 -0.1 0.1 -0.1
H -14.755208 -11.709904 2.833049 -0.1 0.2 -0.3
H -13.721597 -11.649100 1.342347 -0.2 0.0 0.1
H -14.596291 -12.511948 6.363406 0.2 0.1 -0.1
H -13.538463 -13.666778 7.121987 -0.4 -0.1 0.6
H -15.246597 -14.102322 6.630936 0.6 -0.6 -0.4
O -16.587861 -6.182896 3.446562 -0.9 -1.7 -1.9
C -17.094277 -6.888831 2.573452 -0.8 0.4 2.1
O -18.088270 -7.841887 2.884994 1.2 0.8 -3.3
C -18.531440 -8.167029 4.187277 1.1 1.2 0.2
C -19.678611 -9.130061 4.189972 -0.4 -1.2 0.2
C -16.898891 -6.668992 1.042403 -0.6 0.4 1.4
H -18.704437 -7.194900 4.648943 -0.3 -0.3 0.6
H -17.660012 -8.657144 4.621463 -0.2 0.1 0.7
H -19.347880 -10.092031 3.798377 0.2 0.0 -0.1
H -20.634253 -8.955429 3.695643 0.3 0.9 -0.3
H -19.954503 -9.353720 5.220488 0.2 0.2 0.2
H -16.454805 -7.472058 0.454210 -0.1 -0.1 0.4
H -16.336135 -5.739604 0.954895 0.3 -0.3 0.0
H -17.891940 -6.428067 0.663056 -0.1 -0.3 -0.2
O -25.816737 -2.272882 7.640245 -0.3 0.1 -1.5
C -25.729143 -2.582997 6.463396 -0.2 0.5 1.6
O -26.465944 -2.041089 5.459116 1.1 -0.9 -0.9
C -27.436534 -0.989806 5.515060 0.4 1.4 1.7
C -26.807159 0.453658 5.413569 0.2 -0.8 0.0
C -24.764533 -3.721022 6.092721 -0.3 0.7 -0.3
H -27.924844 -1.038442 6.488350 -0.2 -0.1 0.0
H -28.185871 -1.205851 4.753529 0.4 0.0 -0.1
H -26.017501 0.483226 4.662795 -0.2 0.0 -0.3
H -26.323091 0.786622 6.331674 0.0 -0.5 0.3
H -27.528748 1.246491 5.216518 -0.3 -0.4 -0.3
H -23.800348 -3.528641 6.563290 -0.2 0.2 0.2
H -24.561149 -3.848823 5.029517 -0.5 -0.1 0.0
H -25.180988 -4.607249 6.571537 0.1 -0.1 -0.3
O -18.292586 -11.127353 11.123943 -1.6 0.8 0.7
C -19.424201 -10.935728 11.538465 0.2 0.3 -0.1
O -19.927301 -9.762921 12.034321 0.3 -2.4 -0.1
C -19.239681 -8.551053 11.994935 -1.1 2.0 -0.6
C -19.868352 -7.780977 10.806615 0.7 -0.1 0.0
C -20.521672 -12.023098 11.614965 2.1 1.6 -1.2
H -18.150360 -8.571489 11.962445 -0.1 -0.5 0.0
H -19.607357 -8.053509 12.892355 0.6 0.1 0.2
H -20.906023 -7.507354 10.997540 0.1 -0.1 0.2
H -19.862413 -8.437325 9.936391 0.1 0.1 -0.1
H -19.313502 -6.874477 10.564751 0.0 0.0 0.0
H -20.504422 -12.278218 12.674542 -0.6 -0.6 -0.3
H -20.077606 -12.691154 10.876993 -0.5 -1.0 0.7
H -21.430804 -11.617018 11.171478 -0.2 -0.1 0.7
O -7.440197 -3.866435 4.174789 0.2 1.3 1.3
C -8.039636 -3.044214 4.841454 0.6 -1.6 0.3
O -7.561346 -2.489984 6.064736 -4.5 0.8 -3.6
C -6.341879 -2.710928 6.592011 2.4 -1.6 1.5
C -5.237116 -1.769053 6.155423 -0.1 0.5 -0.1
C -9.487904 -2.717548 4.395316 1.4 0.6 1.9
H -6.082253 -3.758568 6.439864 0.4 -0.1 -0.2
H -6.521285 -2.628536 7.663986 0.3 0.1 0.2
H -5.099460 -1.832423 5.076012 0.0 0.2 0.0
H -4.272957 -1.925751 6.639083 -0.1 -0.7 0.0
H -5.469813 -0.750116 6.464821 -0.3 0.1 -0.4
H -9.391100 -2.607863 3.315175 -0.6 0.2 0.2
H -9.840529 -1.879656 4.996716 -0.1 0.5 -0.7
H -10.152111 -3.521659 4.712067 0.3 -0.4 -0.4
O -8.400553 -7.596264 9.247816 -3.0 -0.2 -2.9
C -9.105498 -7.758723 8.216407 2.3 0.6 2.9
O -10.293929 -7.111698 7.948692 1.8 -2.1 -0.6
C -10.973269 -6.408257 8.950487 -1.0 1.1 -0.1
C -12.260585 -5.878490 8.262977 1.0 -0.5 0.2
C -8.615844 -8.646054 7.073802 -1.5 0.7 0.7
H -10.301586 -5.633712 9.320641 -0.2 0.1 0.2
H -11.313180 -7.052979 9.760981 0.5 -0.2 0.1
H -12.052376 -5.444350 7.285092 0.2 0.4 0.2
H -12.751395 -5.185289 8.946117 -0.3 -0.1 -0.3
H -12.861455 -6.755708 8.023090 -0.4 0.1 0.3
H -7.557285 -8.443388 6.911074 -0.3 0.2 -0.4
H -9.360178 -8.425131 6.308776 0.8 -0.2 -0.8
H -8.719333 -9.703613 7.316610 0.0 0.1 0.3
```
Positions in Å, forces in eV/Å.

Summary:
- orbital gap (Eh) = 0.3397
- relative energy (zero: lowest compared OMol25 entry of this formula, charge and spin) (kcal per mole) = 159.7
- charge = 0
- structure (SMILES) = CCOC(C)=O.CCOC(C)=O.CCOC(C)=O.CCOC(C)=O.CCOC(C)=O.CCOC(C)=O.CN(C)C=O.CN(C)C=O.CN(C)C=O.CN(C)C=O.CN(C)C=O.CN(C)C=O

Results of the Löwdin charge analysis, in e, for atoms 1 through 4: -0.364, -0.015, -0.159, -0.030